[1]
# C5H15N6O4

3 unconnected molecules or ions with the total composition C5H15N6O4 in a non-equilibrium geometry (the ωB97M-V functional and the def2-TZVPD basis, the OMol25 dataset).

Cartesian coordinates (Å):
O -0.219 0.853 -1.212
O -3.066 1.372 0.414
O -3.396 -0.072 1.978
O -1.034 -0.760 0.192
N 1.549 2.700 -0.883
N -3.505 0.308 0.843
N 4.541 -1.629 1.271
N 1.288 -0.352 1.031
N 3.256 0.593 0.237
N -1.239 -0.049 -0.892
C -2.172 -0.464 -1.663
C 1.138 1.825 0.026
C -3.226 -1.376 -1.095
C -4.202 -0.547 -0.179
C 1.933 0.591 0.444
H 5.197 -1.301 1.955
H 4.961 -2.267 0.633
H 3.839 -2.145 1.770
H 3.848 -0.119 0.693
H 3.550 1.507 0.002
H -3.715 -1.870 -2.043
H 1.696 -1.163 1.284
H 1.029 3.586 -1.342
H -2.889 -2.284 -0.545
H -4.824 0.210 -0.722
H 0.250 1.958 0.625
H -4.869 -1.251 0.357
H -2.242 0.044 -2.593
H 2.408 2.534 -1.369
H 0.115 -0.431 0.782

Results
Molar mass = 223.2 g/mol
Net charge = +1
Frontier orbital gap = 7.6 eV
Electronic energy = -828.5265 hartree

---

[2]
# C14H11N3O3

A single C14H11N3O3 molecule in a non-equilibrium geometry (the ωB97M-V functional and the def2-TZVPD basis, the OMol25 dataset).

Cartesian coordinates (Å):
O -4.840 2.316 2.288
O 1.646 1.197 -1.016
O -1.653 -1.113 1.007
N 0.460 1.367 -0.409
N -1.912 1.155 0.873
N -3.662 2.491 1.642
C -6.262 0.597 3.252
C 4.775 -2.251 -2.258
C 5.256 0.039 -2.793
C 5.613 -1.300 -2.819
C 3.583 -1.869 -1.673
C 1.970 -0.111 -1.032
C -1.254 -0.021 0.665
C -5.026 1.010 2.544
C 0.963 -0.817 -0.415
C 4.067 0.429 -2.210
C -3.127 1.299 1.501
C 3.218 -0.523 -1.644
C 0.033 0.178 -0.041
C -3.964 0.300 2.065
H -3.780 -0.752 2.094
H 6.544 -1.603 -3.275
H 3.782 1.470 -2.186
H -7.138 0.916 2.690
H 0.872 -1.867 -0.242
H 5.052 -3.294 -2.278
H 5.909 0.781 -3.229
H -6.277 -0.482 3.364
H -6.305 1.065 4.234
H -1.475 2.005 0.540
H 2.932 -2.612 -1.238

Results
Molar mass = 269.3 g/mol
Net charge = 0
Structure (SMILES) = Cc1cc(NC(=O)c2cc(-c3ccccc3)on2)no1
Frontier orbital gap = 9.1 eV
Electronic energy = -930.0336 hartree

---

[3]
# C4H14NO

2 unconnected molecules or ions with the total composition C4H14NO in a non-equilibrium geometry (the ωB97M-V functional and the def2-TZVPD basis, the OMol25 dataset).

Cartesian coordinates (Å):
O -0.526 -1.361 2.922
N 0.500 -1.368 0.436
C 0.956 0.569 -1.105
C 1.312 -0.102 0.234
C -1.530 0.928 -1.489
C -0.208 1.575 -1.046
H 1.900 1.076 -1.277
H 0.901 -2.123 -0.124
H -0.313 1.794 0.012
H -1.593 0.828 -2.565
H 0.001 2.438 -1.658
H 0.835 -0.198 -1.868
H -0.606 -0.678 3.609
H 0.281 -1.705 1.395
H -1.653 -0.042 -0.996
H -2.362 1.571 -1.188
H 2.362 -0.384 0.280
H 1.089 0.553 1.080
H -0.420 -1.231 0.014
H -0.925 -2.140 3.333

Results
Molar mass = 92.2 g/mol
Net charge = +1
Frontier orbital gap = 12.2 eV
Electronic energy = -290.5558 hartree

---

What did the third record say?
# C4H14NO

2 unconnected molecules or ions with the total composition C4H14NO in a non-equilibrium geometry (the ωB97M-V functional and the def2-TZVPD basis, the OMol25 dataset).

Cartesian coordinates (Å):
O -0.526 -1.361 2.922
N 0.500 -1.368 0.436
C 0.956 0.569 -1.105
C 1.312 -0.102 0.234
C -1.530 0.928 -1.489
C -0.208 1.575 -1.046
H 1.900 1.076 -1.277
H 0.901 -2.123 -0.124
H -0.313 1.794 0.012
H -1.593 0.828 -2.565
H 0.001 2.438 -1.658
H 0.835 -0.198 -1.868
H -0.606 -0.678 3.609
H 0.281 -1.705 1.395
H -1.653 -0.042 -0.996
H -2.362 1.571 -1.188
H 2.362 -0.384 0.280
H 1.089 0.553 1.080
H -0.420 -1.231 0.014
H -0.925 -2.140 3.333

Results
Molar mass = 92.2 g/mol
Net charge = +1
Frontier orbital gap = 12.2 eV
Electronic energy = -290.5558 hartree